Record 1
Entry from the Open Molecules 2025 dataset: C14H19ClDy as an isolated structure in a non-equilibrium geometry (wB97M-V/def2-TZVPD).

Structure (XYZ):
```
35
Properties=species:S:1:pos:R:3:forces:R:3
C 1.96478 -2.56706 1.71976 0.28 -1.37 0.19
C 2.03518 -2.60356 0.30836 0.01 -1.98 -0.08
C 0.70998 -2.59506 -0.18704 -0.12 -1.86 -0.14
H 2.93508 -2.63846 -0.28274 0.08 0.07 -0.09
C -0.17062 -2.51586 0.91456 -0.46 -1.83 -0.01
C 0.61008 -2.50936 2.09136 -0.14 -1.22 0.23
H 0.23678 -2.40676 3.09646 0.00 -0.01 0.01
H 2.80408 -2.51316 2.39206 0.06 0.01 0.06
H 0.42478 -2.57896 -1.22434 -0.04 0.06 -0.19
H -1.24512 -2.45676 0.86516 0.00 0.04 0.00
Dy 1.09398 -0.55926 0.84946 -1.59 6.33 -3.95
Cl 1.79458 0.66944 2.57216 2.22 2.52 3.79
C 1.20098 2.35294 -3.87844 -0.03 0.01 0.10
C -0.01232 1.72144 -4.21684 -0.03 -0.03 0.04
C 0.29408 0.50354 -4.85624 -0.02 -0.03 0.05
H -1.00772 2.10534 -4.02004 0.05 -0.01 -0.02
C 1.69688 0.38234 -4.91294 0.02 -0.09 0.04
C 2.25738 1.52544 -4.30884 0.08 -0.05 0.09
H 3.31638 1.73194 -4.19464 -0.04 0.01 -0.03
H 1.30398 3.30814 -3.37444 -0.01 -0.03 -0.05
H -0.42412 -0.21456 -5.23794 0.03 0.04 0.00
H 2.24848 -0.44536 -5.34604 -0.02 0.04 -0.01
C -2.80242 1.83314 2.38186 -0.23 0.35 0.34
C -1.43172 1.14954 2.41296 -0.19 -0.04 -0.50
C -1.46242 0.01914 3.44676 0.06 0.12 0.42
C -1.04342 0.65304 0.99826 0.19 -0.67 0.18
H -3.59452 1.11294 2.08346 0.41 0.41 0.10
H -2.79402 2.68114 1.67176 -0.11 -0.42 0.26
H -3.05242 2.23184 3.38996 -0.04 -0.15 -0.48
H -0.68432 1.90114 2.74406 -0.33 -0.38 -0.14
H -2.17822 -0.77726 3.15486 0.32 0.36 0.12
H -0.45922 -0.41406 3.57116 -0.41 0.04 -0.03
H -1.75392 0.41704 4.44426 0.01 -0.30 -0.51
H -0.98162 1.53004 0.31746 -0.05 -0.45 0.13
H -1.82932 -0.03396 0.61436 0.02 0.52 0.10
```
Forces are in eV/Å.

Calculated values
- Net charge: -1
- Max |F|: 7.629 eV/A
- HOMO (alpha / beta): -2.723 / -2.723 eV
- 2S+1: 6
- HOMO-LUMO gap (alpha / beta): 0.1826 / 0.1848 Ha
- ⟨S²⟩: 9.35
- Energy above the lowest of the compared OMol25 structures with the same formula, charge and spin: 325.3 kJ/mol

***

Record 2
Entry from the Open Molecules 2025 dataset: C38H34CsN4OP as an isolated structure in a non-equilibrium geometry (wB97M-V/def2-TZVPD).

Structure (XYZ):
```
79
Properties=species:S:1:pos:R:3:forces:R:3
Cs 0.48315 0.66862 0.02831 1.79 -1.01 0.65
C 4.15362 1.87442 0.98250 -0.05 -0.12 -0.10
C 4.01150 2.90137 -0.13642 -0.09 0.09 -0.04
C 2.67792 3.61661 -0.20820 0.03 -0.04 -0.15
C 2.16525 4.30210 0.88788 -0.03 -0.09 0.05
C 0.97123 4.99196 0.75249 0.00 0.01 0.06
C 0.33127 4.99063 -0.47296 -0.03 0.03 0.00
C 0.90928 4.28163 -1.51129 0.14 -0.22 0.04
N 2.05290 3.60120 -1.39227 -0.02 0.07 0.11
N 3.48456 0.58842 0.74367 0.31 0.02 0.26
C 4.15373 -0.13203 -0.34239 -0.12 -0.14 0.09
C 3.65175 -1.54640 -0.57035 -0.03 0.11 0.04
C 4.55284 -2.57114 -0.83383 0.04 0.06 0.01
C 4.07145 -3.85022 -1.05447 0.08 -0.08 -0.02
C 2.70878 -4.07719 -0.98366 -0.10 0.01 0.01
C 1.88465 -2.99628 -0.70828 0.03 0.08 0.01
N 2.33487 -1.75600 -0.52139 0.15 -0.26 -0.05
C 3.51093 -0.20935 1.97996 0.00 0.12 0.00
C 2.72546 0.41066 3.11619 0.03 -0.06 -0.05
C 3.36839 0.97724 4.20967 0.02 -0.03 -0.01
C 2.60557 1.50087 5.24096 0.08 0.05 0.08
C 1.22754 1.44678 5.14788 -0.11 -0.01 -0.03
C 0.66779 0.86649 4.01745 0.08 0.03 -0.09
N 1.39333 0.35489 3.02402 0.08 0.04 0.12
H 3.73354 2.29928 1.89321 0.01 0.00 0.04
H 5.22584 1.70351 1.18065 0.03 -0.02 -0.01
H 4.20255 2.46926 -1.11700 0.02 -0.01 -0.01
H 4.79123 3.65163 0.02240 0.00 0.03 0.00
H 2.69005 4.29144 1.83671 -0.01 0.02 -0.04
H 0.54448 5.51857 1.59681 0.01 0.00 -0.01
H -0.61276 5.49783 -0.61771 0.03 -0.02 -0.01
H 0.41720 4.22299 -2.47536 0.04 0.00 0.02
H 5.23941 -0.17982 -0.15938 0.04 -0.01 -0.02
H 4.00917 0.42515 -1.26922 -0.01 0.04 -0.02
H 5.61578 -2.36499 -0.85690 -0.03 -0.01 0.00
H 4.75562 -4.66324 -1.26422 -0.01 0.02 0.00
H 2.28856 -5.06410 -1.12927 0.02 0.05 0.01
H 0.81009 -3.12905 -0.62260 0.07 0.01 -0.02
H 4.55004 -0.38199 2.30778 0.01 0.02 0.02
H 3.06104 -1.17794 1.77412 0.00 -0.03 -0.02
H 4.45090 1.00403 4.24578 -0.03 -0.01 0.00
H 3.08330 1.94696 6.10473 -0.01 -0.01 -0.02
H 0.59193 1.84460 5.92813 0.02 -0.02 -0.03
H -0.40925 0.81716 3.89581 0.02 -0.01 -0.01
O -1.20034 2.21277 -0.80370 -2.51 1.34 -1.26
C -2.11519 1.92998 -0.01303 0.53 0.26 0.96
C -3.52009 1.64208 -0.30805 0.03 0.02 -0.51
C -4.54758 2.59817 -0.27696 0.05 -0.09 0.03
C -5.87091 2.19755 -0.29276 -0.04 0.07 -0.02
C -6.21490 0.84851 -0.35918 0.12 0.03 0.01
C -5.20352 -0.10002 -0.42484 0.01 -0.12 -0.04
C -3.86386 0.27438 -0.40143 -0.03 0.09 0.03
P -2.43780 -0.86471 -0.43127 -0.69 -0.50 -0.08
C -2.05834 -1.01048 -2.22586 0.06 -0.05 0.02
C -2.48659 -0.07970 -3.16724 0.02 0.06 -0.03
C -2.09534 -0.18781 -4.49881 -0.01 0.00 0.07
C -1.27312 -1.22631 -4.90820 0.01 -0.01 0.03
C -0.83600 -2.16260 -3.97717 -0.04 0.05 0.06
C -1.22023 -2.04703 -2.64916 -0.03 0.01 -0.07
C -3.20920 -2.50603 -0.09210 -0.07 0.03 0.00
C -3.83698 -3.30517 -1.04831 -0.01 -0.02 -0.01
C -4.42359 -4.51322 -0.69130 0.03 0.05 0.02
C -4.39751 -4.93982 0.63119 0.02 0.03 -0.02
C -3.77712 -4.15592 1.59431 0.02 0.06 -0.06
C -3.18250 -2.95280 1.23062 -0.02 -0.03 -0.05
H -4.29212 3.65018 -0.21044 -0.02 -0.03 0.00
H -6.65368 2.94709 -0.25343 0.01 -0.01 -0.01
H -7.25403 0.54383 -0.35626 0.04 0.00 0.00
H -5.46182 -1.15092 -0.48643 0.00 -0.01 0.00
H -3.12788 0.73634 -2.85662 0.02 -0.02 -0.03
H -2.43957 0.54566 -5.21791 0.00 -0.01 0.02
H -0.97324 -1.30818 -5.94607 -0.01 0.00 0.03
H -0.19671 -2.98076 -4.28631 0.00 0.01 0.01
H -0.89130 -2.79142 -1.93245 0.00 0.00 -0.01
H -3.86817 -2.97922 -2.08173 0.00 0.00 0.02
H -4.90876 -5.12041 -1.44649 0.02 0.02 0.01
H -4.85723 -5.88116 0.90840 0.01 0.03 -0.01
H -3.75074 -4.48354 2.62669 0.01 0.02 -0.02
H -2.69051 -2.34585 1.98229 0.00 0.00 0.01
```
Forces are in eV/Å.

Calculated values
- Net charge: 0
- Max |F|: 3.108 eV/A
- HOMO: -5.140 eV
- 2S+1: 1
- HOMO-LUMO gap: 0.1920 Ha

***

Record 3
Entry from the Open Molecules 2025 dataset: C2HCsLiO2 as an isolated structure in a non-equilibrium geometry (wB97M-V/def2-TZVPD).

Structure (XYZ):
```
7
Properties=species:S:1:pos:R:3:forces:R:3
O -2.38635 0.72915 -1.89703 0.30 0.12 0.06
C -3.19711 0.06282 -2.31844 -0.12 -0.04 -0.02
Li -0.59247 1.64075 -1.14745 0.16 -0.07 0.81
C 1.16698 0.72541 1.72860 -0.73 -1.34 -1.89
O 0.93633 -0.47847 1.41556 0.39 0.73 0.31
Cs 1.81633 -3.55741 0.25226 -0.08 0.50 0.34
H 2.25629 0.87775 1.96652 0.09 0.10 0.38
```
Forces are in eV/Å.

Calculated values
- Net charge: +1
- Max |F|: 2.424 eV/A
- HOMO (alpha / beta): -8.288 / -8.289 eV
- 2S+1: 1
- HOMO-LUMO gap (alpha / beta): 0.1697 / 0.1697 Ha
- Energy above the lowest of the compared OMol25 structures with the same formula, charge and spin: 128.1 kJ/mol

***

Record 4
Entry from the Open Molecules 2025 dataset: H3N5O3 as an isolated structure in a non-equilibrium geometry (wB97M-V/def2-TZVPD).

Structure (XYZ):
```
11
Properties=species:S:1:pos:R:3:forces:R:3
N 0.86421 1.19518 -0.81979 -1.35 0.46 0.27
N 1.79502 0.57908 -0.38317 2.22 -1.11 0.43
N 0.05908 1.79695 -1.35027 0.21 -0.20 0.14
N 1.71286 -0.16693 0.86765 0.45 3.43 -0.48
N -2.16690 0.48033 0.46957 -2.13 2.97 0.71
O -2.99699 0.35777 -0.35144 0.69 -1.27 -0.43
O -0.77779 -1.54942 -0.01241 -0.60 1.34 -0.25
O -1.17084 -0.14182 0.76227 1.52 -2.40 -0.02
H 0.96667 -0.76112 0.76017 -1.80 -2.21 -0.08
H 2.57997 -0.63944 0.95831 0.67 -0.41 -0.25
H -0.86528 -1.15057 -0.90089 0.11 -0.61 -0.04
```
Forces are in eV/Å.

Calculated values
- Net charge: 0
- Max |F|: 3.718 eV/A
- HOMO (alpha / beta): -9.012 / -9.012 eV
- 2S+1: 1
- HOMO-LUMO gap (alpha / beta): 0.2870 / 0.2870 Ha
- Energy above the lowest of the compared OMol25 structures with the same formula, charge and spin: 37.2 kJ/mol

***

Record 5
Entry from the Open Molecules 2025 dataset: a 2-piece molecular cluster, C4H7NO2 overall in a non-equilibrium geometry (wB97M-V/def2-TZVPD).

Structure (XYZ):
```
14
Properties=species:S:1:pos:R:3:forces:R:3
C -0.61495 0.45184 1.61083 -1.61 2.18 0.51
C -0.52393 0.73413 0.12499 0.68 -4.23 1.31
C -0.15319 -0.35248 -0.59754 -2.50 2.86 0.01
O -0.03775 -0.30497 -1.94216 -0.16 0.22 -1.54
H -0.68110 -0.61278 1.82297 0.51 0.07 0.12
H 0.20231 1.00561 2.11081 -0.21 -0.77 0.14
H -1.57356 0.90783 2.05561 1.21 -0.61 -0.62
H -0.79457 1.67089 -0.24700 0.06 1.35 -0.76
H -0.23465 -1.36537 -0.22345 0.56 0.13 0.19
H -0.42388 0.52350 -2.30827 0.56 -0.80 0.62
N 1.89886 -2.52803 -1.65755 0.33 4.61 2.78
C 2.04007 -1.76378 -0.73632 1.82 -1.32 -2.61
O 2.44309 -0.89028 -0.08218 -0.41 0.18 1.11
H 1.76582 -3.36365 -2.03551 -0.84 -3.88 -1.27
```
Forces are in eV/Å.

Calculated values
- Net charge: 0
- Max |F|: 5.395 eV/A
- HOMO: -8.381 eV
- 2S+1: 1
- HOMO-LUMO gap: 0.3402 Ha
- Energy above the lowest of the compared OMol25 structures with the same formula, charge and spin: 257.0 kJ/mol

***

Record 6
Entry from the Open Molecules 2025 dataset: a 2-piece molecular cluster, C3H3N2OP overall in a non-equilibrium geometry (wB97M-V/def2-TZVPD).

Structure (XYZ):
```
10
Properties=species:S:1:pos:R:3:forces:R:3
N 1.40930 2.95152 0.24833 0.35 1.58 1.36
C 1.03521 2.11492 -0.42714 -0.20 -0.13 -1.97
P 0.71802 0.82292 -1.60985 -0.59 1.34 -1.13
C 1.02260 -0.00571 -0.22516 3.26 -1.09 0.89
N 1.86602 -0.37393 0.56242 -0.92 -1.32 0.93
H 1.74034 -0.80194 1.48549 -0.20 0.36 -0.40
C -1.99200 -1.22825 0.00346 2.17 4.63 -0.91
O -1.36324 -0.28063 -0.54628 -3.53 -3.33 1.75
H -2.54691 -1.01550 0.92615 -0.11 -0.35 -0.09
H -1.88934 -2.18340 -0.41742 -0.22 -1.70 -0.43
```
Forces are in eV/Å.

Calculated values
- Net charge: 0
- Max |F|: 5.196 eV/A
- HOMO (alpha / beta): -8.205 / -8.205 eV
- 2S+1: 1
- HOMO-LUMO gap (alpha / beta): 0.2843 / 0.2843 Ha
- Energy above the lowest of the compared OMol25 structures with the same formula, charge and spin: 372.8 kJ/mol